{"formula": "C22H25BrCl36O3", "method": "ωB97M-V/def2-TZVPD", "symbols": ["C", "O", "C", "C", "C", "C", "C", "C", "C", "C", "C", "C", "C", "O", "C", "O", "Br", "H", "H", "H", "H", "H", "H", "H", "H", "H", "H", "H", "H", "H", "H", "H", "H", "H", "H", "H", "H", "H", "H", "H", "H", "H", "C", "Cl", "Cl", "Cl", "Cl", "C", "Cl", "Cl", "Cl", "Cl", "C", "Cl", "Cl", "Cl", "Cl", "C", "Cl", "Cl", "Cl", "Cl", "C", "Cl", "Cl", "Cl", "Cl", "C", "Cl", "Cl", "Cl", "Cl", "C", "Cl", "Cl", "Cl", "Cl", "C", "Cl", "Cl", "Cl", "Cl", "C", "Cl", "Cl", "Cl", "Cl"], "positions_angstrom": [[8.3278, 0.7259, 3.5861], [7.4439, 1.7537, 3.9611], [6.0852, 1.3811, 3.7665], [5.7208, 1.4906, 2.2549], [4.3186, 2.0996, 1.9554], [3.6531, 1.3063, 0.7917], [3.2212, -0.1408, 1.2371], [3.6964, -1.2565, 0.2609], [4.9242, -2.0521, 0.7545], [5.5580, -2.9642, -0.3471], [6.1495, -2.1436, -1.5314], [7.6406, -1.7602, -1.3211], [7.9398, -0.4457, -2.1189], [7.7724, 0.6567, -1.1978], [7.2840, 1.7541, -1.8264], [7.8836, 2.7640, -1.8681], [5.5095, 1.7135, -2.6759], [9.3075, 1.1970, 3.4088], [8.0526, 0.2130, 2.6484], [8.4489, -0.0430, 4.3692], [5.4009, 1.9397, 4.4195], [5.9948, 0.3177, 4.0763], [5.7443, 0.4737, 1.8342], [6.5082, 2.0601, 1.7399], [3.6623, 2.1851, 2.8323], [4.4984, 3.1211, 1.5737], [2.7451, 1.8711, 0.5185], [4.3245, 1.2151, -0.0714], [2.1133, -0.1296, 1.1778], [3.4669, -0.3210, 2.2948], [2.8695, -1.9849, 0.1742], [3.8184, -0.7993, -0.7321], [5.7464, -1.4207, 1.1332], [4.5978, -2.6737, 1.6059], [6.3688, -3.5228, 0.1496], [4.7784, -3.6388, -0.7286], [6.1025, -2.7975, -2.4172], [5.5928, -1.2135, -1.7104], [7.8942, -1.5321, -0.2740], [8.3427, -2.5307, -1.6699], [8.9827, -0.5049, -2.4685], [7.2640, -0.3686, -2.9813], [-1.3037, 0.5663, 2.4413], [-1.1066, -0.7325, 1.2534], [-2.1501, 1.9250, 1.6907], [-2.2586, -0.0295, 3.8049], [0.2888, 1.0938, 3.0051], [-4.6263, 0.7724, -1.1597], [-4.1942, -0.9423, -1.0400], [-3.2393, 1.7006, -1.7527], [-5.9882, 0.9604, -2.2756], [-5.0902, 1.3703, 0.4439], [-7.1951, 5.1690, -2.2240], [-6.6617, 3.7706, -1.2832], [-7.0088, 4.8251, -3.9518], [-8.8954, 5.5111, -1.8694], [-6.1991, 6.5641, -1.7852], [-4.0872, -0.0416, -5.9288], [-2.6919, -0.6063, -6.8601], [-3.8795, -0.4714, -4.2256], [-4.2208, 1.7197, -6.0733], [-5.5608, -0.7948, -6.5530], [-6.1233, -1.9649, 4.9075], [-6.1521, -3.6962, 4.5516], [-4.7785, -1.6104, 6.0044], [-5.9142, -1.0538, 3.4028], [-7.6491, -1.4938, 5.6749], [-8.5139, 0.8319, -9.1204], [-8.5874, -0.9140, -9.4091], [-7.0896, 1.2010, -8.1382], [-8.4064, 1.6815, -10.6703], [-9.9738, 1.3494, -8.2632], [-7.9922, -6.5836, 6.7000], [-6.5264, -7.0977, 5.8474], [-7.8958, -7.0892, 8.3936], [-8.1339, -4.8234, 6.6130], [-9.4065, -7.3290, 5.9406], [-6.3321, -4.3091, -1.7774], [-5.5754, -5.9075, -1.8580], [-5.4491, -3.1844, -2.8216], [-8.0120, -4.4231, -2.3224], [-6.2937, -3.7234, -0.1063], [-3.0021, 6.3520, 0.8503], [-1.6470, 6.3981, -0.2870], [-4.0873, 7.7152, 0.5313], [-3.8903, 4.8337, 0.6463], [-2.3881, 6.4600, 2.5063]], "forces_ev_per_angstrom": [[0.8, 0.0, -0.2], [-0.4, 0.1, 0.3], [0.2, -0.9, -0.7], [-0.6, -0.3, 0.6], [0.9, 0.0, -1.4], [-0.5, -0.2, 1.4], [-0.8, 0.6, -0.9], [-0.2, -0.1, 0.9], [0.3, -0.2, -0.7], [-0.4, 1.0, 0.4], [0.7, -0.9, 0.7], [-0.2, 1.1, -0.7], [0.4, -2.1, 0.6], [-1.2, 0.3, -1.4], [0.8, 0.2, 0.4], [-0.1, 0.6, 0.0], [0.4, -0.4, 0.3], [-0.3, -0.2, 0.1], [-0.1, 0.2, 0.2], [-0.2, 0.2, -0.1], [0.5, 0.3, -0.2], [-0.2, 0.4, 0.0], [0.0, 0.4, 0.1], [-0.2, 0.0, 0.2], [0.2, -0.3, -0.2], [-0.3, -0.2, 0.4], [0.4, -0.3, -0.3], [-0.1, 0.3, 0.2], [0.6, -0.2, 0.3], [0.2, -0.2, -0.3], [0.3, 0.2, -0.1], [0.2, -0.2, 0.3], [-0.4, 0.1, -0.1], [0.2, 0.2, -0.3], [-0.3, -0.2, -0.4], [0.3, 0.0, 0.2], [-0.1, 0.5, 0.0], [-0.1, -0.4, 0.0], [-0.2, -0.2, -0.2], [-0.4, 0.0, 0.1], [-0.3, 0.6, 0.1], [0.2, 0.2, 0.3], [0.0, 0.0, 0.0], [0.0, 0.1, 0.0], [0.3, 0.0, 0.2], [0.1, 0.0, 0.0], [-0.1, 0.0, 0.0], [0.0, 0.0, -0.1], [0.1, 0.5, 0.3], [-0.1, 0.0, 0.1], [0.1, -0.4, 0.2], [-0.2, -0.1, -0.1], [0.1, 0.1, 0.1], [-0.3, 0.5, 0.0], [0.0, 0.0, 0.1], [0.1, 0.0, 0.0], [-0.1, -0.1, -0.1], [0.0, -0.1, 0.0], [-0.1, 0.1, 0.1], [0.2, -0.2, -0.5], [0.0, -0.1, 0.0], [0.5, -0.4, 0.4], [0.1, 0.0, -0.1], [0.4, 0.4, -0.3], [-0.1, 0.0, -0.1], [0.0, 0.0, 0.1], [0.1, 0.0, 0.0], [0.0, 0.1, 0.0], [0.0, 0.1, 0.0], [-0.5, 0.4, -0.4], [0.0, -0.1, 0.1], [0.1, 0.0, -0.1], [-0.1, 0.1, 0.1], [-0.1, 0.0, 0.0], [0.0, 0.0, -0.1], [-0.4, -0.4, 0.4], [0.1, 0.0, 0.0], [0.0, 0.0, 0.0], [0.0, 0.1, 0.0], [-0.2, -0.4, -0.1], [0.1, 0.0, 0.0], [0.0, 0.0, -0.1], [0.0, 0.0, 0.0], [-0.1, 0.0, 0.1], [0.2, 0.0, 0.1], [0.1, 0.1, 0.0], [0.0, 0.0, -0.1]], "charge": 0, "e_homo_ev": -9.52, "smiles": "COCCCCCCCCCCCOC(=O)Br.ClC(Cl)(Cl)Cl.ClC(Cl)(Cl)Cl.ClC(Cl)(Cl)Cl.ClC(Cl)(Cl)Cl.ClC(Cl)(Cl)Cl.ClC(Cl)(Cl)Cl.ClC(Cl)(Cl)Cl.ClC(Cl)(Cl)Cl.ClC(Cl)(Cl)Cl", "orbital_gap_ev": 9.478, "fmax_ha_per_bohr": 0.043}


{"formula": "C22H25BrN2O9P2Pd", "method": "ωB97M-V/def2-TZVPD", "symbols": ["Pd", "C", "C", "O", "P", "O", "O", "O", "P", "O", "O", "O", "H", "H", "H", "H", "H", "H", "H", "Br", "C", "C", "C", "C", "C", "N", "H", "H", "H", "H", "C", "C", "C", "C", "C", "C", "N", "C", "C", "C", "C", "C", "C", "C", "O", "O", "C", "C", "H", "H", "H", "H", "H", "H", "H", "H", "H", "H", "H", "H", "H", "H"], "positions_angstrom": [[-0.3019, 1.9120, 0.9851], [2.8976, 5.0304, 1.3196], [2.0323, 4.3400, 2.3618], [2.3793, 4.8550, 3.6574], [2.3601, 2.5443, 2.4092], [1.5871, 2.0054, 3.6821], [3.8785, 2.3478, 2.7920], [2.0095, 1.9030, 1.1164], [0.2455, 4.5028, 1.9634], [-0.0270, 6.0407, 2.3084], [-0.4673, 3.5621, 2.9119], [0.0026, 4.2152, 0.5094], [3.9515, 4.9038, 1.5685], [2.6688, 6.0960, 1.3161], [2.7062, 4.6144, 0.3321], [1.5878, 4.9363, 4.2019], [0.6787, 2.3902, 3.6944], [4.0557, 2.6444, 3.6939], [-0.5171, 6.4874, 1.6106], [-2.1056, 1.6662, -2.0447], [-3.1226, 1.8569, -0.4673], [-4.5016, 1.7283, -0.5382], [-5.2288, 1.8861, 0.6263], [-4.5599, 2.1700, 1.8085], [-3.1850, 2.2757, 1.7818], [-2.4774, 2.1234, 0.6513], [-4.9740, 1.5109, -1.4840], [-6.3059, 1.7885, 0.6080], [-5.0886, 2.3022, 2.7411], [-2.6012, 2.4987, 2.6646], [1.7514, -2.8972, -5.7295], [1.7189, -3.3768, -4.3035], [2.4810, -4.4828, -3.9416], [2.4926, -4.9381, -2.6336], [1.7391, -4.2970, -1.6681], [0.9466, -3.2063, -2.0199], [0.1952, -2.4935, -1.0726], [-0.3705, -2.9691, 0.0819], [-0.6803, -4.3312, 0.2403], [-1.2757, -4.7941, 1.3930], [-1.5959, -3.9312, 2.4379], [-1.3271, -2.5885, 2.2894], [-0.7276, -2.0867, 1.1318], [-0.5289, -0.6267, 1.0505], [-0.8374, 0.1151, 2.0390], [-0.0841, -0.0670, -0.0026], [0.9345, -2.7343, -3.3417], [0.0901, -1.5355, -3.6752], [2.4542, -3.4890, -6.3138], [2.0572, -1.8516, -5.7963], [0.7713, -2.9797, -6.2044], [3.0813, -4.9814, -4.6928], [3.1085, -5.7844, -2.3573], [1.7837, -4.6229, -0.6381], [0.2460, -1.4819, -1.1183], [-0.4667, -5.0197, -0.5642], [-1.5038, -5.8498, 1.4745], [-2.0579, -4.3042, 3.3414], [-1.5745, -1.8829, 3.0706], [-0.9008, -1.6254, -3.2266], [-0.0305, -1.4104, -4.7481], [0.5329, -0.6140, -3.2836]], "forces_ev_per_angstrom": [[0.1, 0.3, -0.1], [0.0, 0.0, 0.0], [0.1, 0.1, 0.1], [0.0, 0.1, -0.1], [-0.3, 0.0, 0.2], [0.2, 0.1, 0.0], [0.0, -0.1, -0.1], [-0.2, -0.2, 0.1], [0.1, 0.1, -0.4], [-0.1, -0.1, 0.2], [-0.1, -0.1, 0.1], [0.0, 0.0, 0.0], [0.0, 0.0, 0.0], [0.0, 0.0, 0.0], [0.0, 0.0, 0.0], [0.0, -0.1, 0.0], [0.0, 0.0, 0.0], [0.1, 0.0, 0.1], [0.0, 0.0, -0.1], [0.0, 0.0, 0.1], [-0.1, 0.0, -0.2], [0.0, 0.0, 0.0], [0.0, 0.0, 0.0], [0.0, 0.0, 0.0], [0.0, 0.0, -0.1], [0.0, -0.1, 0.3], [0.0, 0.0, 0.0], [0.0, 0.0, 0.0], [0.0, 0.0, 0.0], [0.0, 0.0, 0.0], [0.0, 0.0, -0.1], [0.0, 0.0, 0.0], [0.0, 0.0, 0.0], [0.0, 0.0, 0.0], [0.0, 0.0, 0.0], [0.1, -0.1, -0.1], [0.0, 0.2, 0.0], [-0.1, 0.0, 0.1], [0.0, 0.0, 0.0], [0.0, 0.0, 0.0], [0.0, 0.0, 0.0], [0.0, 0.0, 0.0], [0.0, -0.1, -0.1], [0.0, 0.1, 0.0], [0.2, -0.2, -0.1], [-0.2, 0.0, 0.1], [0.0, -0.1, 0.1], [0.0, 0.0, 0.0], [0.0, 0.0, 0.0], [0.0, 0.0, 0.0], [0.0, 0.0, 0.0], [0.0, 0.0, 0.0], [0.0, 0.0, 0.0], [0.0, 0.0, 0.0], [0.0, -0.1, 0.0], [0.0, 0.0, 0.0], [0.0, 0.0, 0.0], [0.0, 0.0, 0.0], [0.0, 0.0, 0.0], [0.0, 0.0, 0.0], [0.0, 0.0, 0.0], [0.0, 0.0, 0.0]], "charge": 0, "e_homo_ev": [-7.37, -7.37], "e_above_lowest_kcal_mol": 0.0, "s_squared": 2.0046, "orbital_gap_ev": [7.477, 6.448], "spin_multiplicity": 3, "fmax_ha_per_bohr": 0.008}


{"formula": "C22H25Cl2FeN7O7S2", "method": "ωB97M-V/def2-TZVPD", "symbols": ["Fe", "C", "C", "C", "C", "C", "C", "C", "S", "O", "O", "N", "C", "C", "C", "C", "C", "N", "H", "H", "H", "H", "H", "H", "H", "H", "H", "H", "H", "N", "N", "C", "N", "N", "N", "O", "O", "H", "H", "H", "H", "H", "Cl", "C", "Cl", "C", "O", "O", "H", "C", "S", "O", "C", "C", "C", "C", "C", "C", "H", "H", "H", "H", "H", "H", "H", "H"], "positions_angstrom": [[1.2902, -0.2157, 0.4023], [-5.9047, 2.4985, -0.0135], [-4.4943, 2.4481, 0.5026], [-4.2213, 2.5221, 1.8630], [-2.9171, 2.4660, 2.3362], [-1.8754, 2.3264, 1.4331], [-2.1202, 2.2493, 0.0674], [-3.4228, 2.3277, -0.3864], [-0.2265, 2.2032, 2.0332], [-0.2789, 2.3444, 3.4607], [0.6061, 3.0771, 1.2588], [0.3307, 0.6993, 1.7383], [0.1704, -0.3952, 2.5453], [-0.6330, -0.6326, 3.6616], [-0.5305, -1.8800, 4.2384], [0.3332, -2.8488, 3.7135], [1.0794, -2.5357, 2.6031], [0.9961, -1.3269, 2.0389], [-6.6118, 2.7211, 0.7829], [-6.1883, 1.5422, -0.4581], [-6.0087, 3.2591, -0.7879], [-5.0370, 2.6381, 2.5655], [-2.7024, 2.5526, 3.3924], [-1.2886, 2.1781, -0.6251], [-3.6184, 2.3081, -1.4532], [-1.2795, 0.1373, 4.0519], [-1.1250, -2.1108, 5.1127], [0.4208, -3.8252, 4.1656], [1.7726, -3.2363, 2.1559], [3.0643, 1.6606, 1.9534], [4.3285, 1.4896, 1.3940], [4.4303, 0.6605, 0.3478], [5.5364, 0.6613, -0.3740], [3.4072, -0.2188, 0.1798], [3.3560, -0.9979, -0.8981], [4.2456, -1.2125, -1.6837], [2.2127, -1.5097, -0.9949], [2.6464, 2.5394, 1.6554], [3.1194, 1.5919, 2.9614], [4.9649, 2.2755, 1.4098], [6.1849, 1.4274, -0.2990], [5.5924, 0.0475, -1.1723], [-0.2019, 3.7189, -2.1547], [1.1323, 2.6694, -2.6619], [2.3183, 3.5657, -3.6093], [1.7795, 2.0073, -1.4352], [2.8047, 2.4388, -0.9502], [1.1113, 0.9586, -1.0752], [0.7101, 1.9026, -3.3023], [-2.5659, -1.7854, -1.1179], [-1.0073, -1.0215, -1.5321], [-0.3599, -0.9922, -0.1387], [-0.2965, -2.3881, -2.4118], [-0.3989, -2.3616, -3.7945], [0.1088, -3.4284, -4.5214], [0.7182, -4.4866, -3.8621], [0.8232, -4.4893, -2.4764], [0.3092, -3.4364, -1.7379], [-2.3618, -2.7133, -0.5861], [-3.0914, -1.9795, -2.0526], [-3.1229, -1.0903, -0.4983], [-0.8617, -1.5213, -4.2986], [0.0375, -3.4269, -5.6003], [1.1178, -5.3143, -4.4324], [1.3078, -5.3135, -1.9707], [0.3854, -3.4189, -0.6579]], "forces_ev_per_angstrom": [[-0.1, -0.2, -1.0], [0.0, 0.0, 0.0], [0.0, 0.0, 0.0], [0.0, 0.0, 0.0], [0.0, 0.0, 0.0], [-0.1, -0.4, 0.0], [0.1, 0.0, 0.0], [0.0, -0.1, -0.1], [0.1, 0.2, 0.2], [0.0, 0.0, 0.1], [0.0, 0.0, -0.2], [-0.3, 0.1, 0.1], [0.1, 0.2, 0.2], [0.1, 0.0, 0.0], [0.0, 0.0, 0.0], [0.0, 0.0, 0.0], [0.1, 0.0, -0.1], [0.1, 0.0, 0.0], [0.0, 0.0, 0.0], [0.0, 0.0, 0.0], [0.0, 0.0, 0.0], [0.0, 0.0, 0.0], [0.0, 0.0, 0.0], [-0.2, -0.1, 0.1], [0.0, 0.0, 0.0], [0.0, 0.0, 0.0], [0.0, 0.0, 0.0], [0.0, 0.0, 0.0], [0.0, 0.0, 0.0], [0.1, 0.0, 0.2], [-0.2, 0.0, -0.3], [0.1, -0.1, 0.2], [0.0, 0.1, -0.2], [0.0, 0.3, 0.5], [-0.1, -0.1, 0.0], [0.0, 0.0, 0.0], [0.1, 0.3, 0.2], [-0.1, -0.1, -0.1], [0.0, 0.1, 0.0], [0.1, 0.0, 0.0], [0.0, 0.0, 0.0], [0.0, 0.0, 0.0], [0.1, 0.2, -0.1], [0.1, 0.0, -0.2], [0.0, 0.0, 0.0], [0.2, 0.1, 0.1], [0.0, -0.2, 0.2], [-0.1, 0.1, -0.1], [0.0, 0.0, 0.0], [0.0, 0.0, 0.0], [-0.1, 0.2, -0.2], [-0.2, -0.5, 0.3], [0.0, 0.0, 0.0], [0.1, 0.0, 0.0], [0.0, 0.0, 0.0], [0.0, 0.0, 0.0], [0.0, 0.0, 0.0], [-0.1, -0.1, 0.0], [0.0, 0.0, 0.0], [0.0, 0.0, 0.0], [-0.1, 0.1, 0.1], [0.0, 0.0, 0.0], [0.0, 0.0, 0.0], [0.0, 0.0, 0.0], [0.0, 0.0, 0.0], [0.0, 0.0, 0.0]], "charge": 1, "e_homo_ev": [-11.23, -11.28], "e_above_lowest_kcal_mol": 10.6, "s_squared": 0.8541, "orbital_gap_ev": [7.528, 7.779], "spin_multiplicity": 2, "fmax_ha_per_bohr": 0.019}


{"formula": "C22H25Cl2HoNO3P2", "method": "ωB97M-V/def2-TZVPD", "symbols": ["C", "C", "C", "C", "C", "C", "C", "C", "C", "C", "C", "C", "C", "H", "H", "H", "H", "H", "H", "H", "N", "Ho", "C", "H", "H", "C", "H", "H", "P", "P", "C", "H", "H", "H", "C", "H", "H", "H", "C", "H", "H", "H", "C", "H", "H", "H", "C", "O", "H", "Cl", "C", "Cl", "C", "O", "O", "H"], "positions_angstrom": [[-2.2458, 2.8831, -2.2075], [-1.9079, 1.5594, -1.9732], [-0.5257, 1.2201, -1.8605], [0.4583, 2.2203, -1.6888], [0.0802, 3.5481, -1.8923], [-1.2409, 3.8700, -2.1993], [1.7880, 1.8101, -1.1452], [2.1121, 0.3714, -1.3930], [1.0368, -0.5301, -1.5645], [1.2350, -1.9392, -1.4286], [2.5285, -2.4274, -1.3759], [3.6120, -1.5322, -1.3724], [3.4046, -0.1549, -1.3430], [-3.2903, 3.1602, -2.3649], [0.8315, 4.3278, -1.7719], [-1.5095, 4.9084, -2.3899], [2.5883, 2.4754, -1.4816], [2.6999, -3.5052, -1.3171], [4.6288, -1.9166, -1.3426], [4.2457, 0.5337, -1.2540], [-0.2329, -0.1058, -1.7911], [1.8053, 2.1650, 2.1719], [-2.8947, 0.4322, -1.7259], [-2.8055, -0.3375, -2.5068], [-3.9279, 0.8001, -1.6960], [-0.0174, -2.7896, -1.3214], [-0.6320, -2.6922, -2.2343], [0.2327, -3.8510, -1.1680], [-2.5730, -0.4469, -0.1334], [-1.1090, -2.2747, 0.0656], [0.0009, -2.0170, 1.4764], [-0.5681, -1.8354, 2.3968], [0.6000, -2.9303, 1.6003], [0.7056, -1.1885, 1.3270], [-2.1307, -3.7034, 0.4919], [-1.5443, -4.6129, 0.3090], [-2.4112, -3.6571, 1.5515], [-3.0394, -3.7287, -0.1235], [-2.0146, 0.8430, 1.0211], [-2.8009, 1.6075, 1.0921], [-1.8019, 0.4560, 2.0236], [-1.1176, 1.3398, 0.6278], [-4.1698, -0.9958, 0.5129], [-4.0905, -1.2104, 1.5862], [-4.8942, -0.1851, 0.3580], [-4.5179, -1.8962, -0.0082], [0.1615, 0.9019, 3.6182], [-0.5347, 0.2765, 4.2853], [1.7461, 2.0124, 0.2061], [1.4516, 4.4892, 1.4936], [3.7973, 1.4371, 3.3065], [2.8923, 1.0427, 4.7298], [3.7851, 0.2547, 2.3461], [4.7410, -0.4854, 2.2317], [2.6115, 0.1657, 1.6765], [4.7678, 1.8376, 3.5688]], "forces_ev_per_angstrom": [[0.2, 0.2, 0.3], [0.7, -0.1, 0.1], [0.2, -0.4, 0.4], [-0.5, 0.1, 0.1], [-0.1, -0.1, 0.0], [-0.2, 0.1, -0.1], [-0.1, -0.1, 1.0], [0.0, -0.4, 0.1], [0.2, 0.1, 0.3], [-0.2, 0.8, -0.1], [0.2, 0.1, 0.3], [0.1, 0.0, -0.1], [-0.2, -0.1, 0.1], [0.3, 0.0, 0.1], [-0.2, -0.1, -0.1], [0.0, -0.3, 0.1], [-0.1, 0.0, 0.5], [0.1, 0.3, 0.0], [-0.2, 0.0, 0.0], [-0.1, -0.3, 0.0], [-1.6, -0.7, 1.2], [1.7, -0.8, 1.7], [0.5, -0.1, -0.9], [-0.1, 0.1, 0.1], [0.1, -0.2, 0.1], [0.1, 0.5, -1.0], [0.2, -0.1, 0.2], [-0.2, 0.3, 0.2], [1.2, 0.4, 0.0], [0.4, 0.5, 0.0], [-0.3, 0.5, 0.2], [0.0, -0.2, -0.2], [-0.2, 0.1, -0.2], [0.0, -0.1, -0.2], [-0.4, 0.0, 0.0], [-0.1, 0.2, 0.1], [0.0, 0.0, -0.3], [0.3, -0.1, 0.1], [0.4, -0.1, 0.2], [0.1, -0.3, -0.1], [-0.3, -0.1, -0.3], [-0.2, -0.2, -0.1], [-0.1, -0.3, 0.1], [0.0, 0.0, -0.2], [0.2, -0.2, 0.1], [0.0, 0.3, 0.1], [-2.3, -1.8, 2.2], [2.0, 1.7, -1.9], [0.1, -0.5, -3.8], [-0.2, 0.4, -0.1], [0.0, 0.8, -2.0], [-1.1, -0.1, 0.9], [0.5, -0.5, 0.6], [-0.8, 0.3, -0.6], [0.3, 0.4, 0.5], [0.0, -0.2, 0.0]], "charge": 1, "e_homo_ev": [-9.49, -9.49], "e_above_lowest_kcal_mol": 0.0, "s_squared": 6.0057, "orbital_gap_ev": [5.548, 5.544], "spin_multiplicity": 5, "fmax_ha_per_bohr": 0.075}